Entry 1:
A molecular structure, C27H28BrLuNO3P2 in a non-equilibrium geometry. Source: the Open Molecules 2025 dataset; level of theory: ωB97M-V/def2-TZVPD.

## Properties
Kohn-Sham gap = 7.550 eV
Calculated total energy = -158323.45471 eV
Total charge = +1
HOMO energy = -10.18 eV

The geometry in XYZ format:
```
63
Properties=species:S:1:pos:R:3:forces:R:3
C 2.03383 -3.92199 -0.14785 0.2 -0.4 0.2
C 1.81498 -2.59660 0.13535 -0.3 0.6 -0.5
C 1.65209 -1.74971 -0.97586 0.4 0.8 0.0
C 1.89711 -2.23329 -2.26952 0.2 -1.2 -0.1
C 2.10400 -3.62130 -2.50704 0.2 0.9 0.2
C 2.16803 -4.47188 -1.41117 0.0 0.1 -0.5
C 2.17886 -1.26747 -3.36970 1.7 0.3 1.9
C 2.08406 0.17993 -3.04453 0.2 1.0 -0.8
C 1.84100 0.57243 -1.71990 0.3 -0.7 0.5
C 2.17686 1.87265 -1.29881 -0.4 -0.7 -0.1
C 2.54313 2.74708 -2.29501 0.3 0.4 0.1
C 2.67260 2.44181 -3.63861 0.0 -0.4 -0.4
C 2.44441 1.13066 -4.03771 0.1 -0.5 0.7
H 2.20895 -4.51472 0.70356 0.2 -1.1 0.8
H 2.31626 -3.99807 -3.53018 -0.2 0.4 0.8
H 2.43254 -5.52250 -1.54385 -0.3 0.3 0.1
H 3.18718 -1.44274 -3.68150 1.7 0.1 0.7
H 2.84232 3.69258 -1.93872 0.3 1.3 0.0
H 3.05809 3.17928 -4.34721 -0.3 -0.2 0.3
H 2.63912 0.81974 -5.08352 -0.2 0.1 0.8
N 1.36226 -0.36200 -0.73949 3.8 -1.1 -2.1
Lu -0.40759 0.02685 -0.01623 -3.1 0.6 1.1
C 1.90652 -2.07977 1.56053 -0.1 0.2 0.2
H 2.67362 -1.28052 1.62709 -0.3 -0.4 0.0
H 2.17854 -2.90044 2.23860 0.2 0.2 -0.2
C 2.30866 2.26861 0.16657 0.0 0.0 0.1
H 3.03097 1.59630 0.67945 -0.4 0.3 -0.3
H 2.66869 3.30566 0.23122 0.2 -0.3 0.0
P 0.31742 -1.36890 2.21613 0.7 -0.8 0.0
P 0.73257 2.21809 1.14790 0.8 0.5 -0.5
C -0.17368 3.66816 0.51917 -0.4 0.1 -0.1
H -1.14484 3.32653 0.13842 0.2 0.3 0.0
H -0.34140 4.36693 1.34888 0.0 -0.1 -0.4
H 0.38110 4.15446 -0.29341 -0.2 -0.1 0.2
C 1.24674 2.71677 2.83487 -0.2 -0.2 0.3
H 0.98825 3.78190 2.98899 0.3 -0.6 0.0
H 0.67866 2.09343 3.54729 0.3 0.4 -0.1
H 2.32824 2.54545 2.98147 -0.5 0.1 0.0
C -0.75761 -2.83657 2.34431 -0.4 0.0 0.1
H -0.81428 -3.17041 3.38968 0.0 -0.1 -0.3
H -1.75829 -2.53832 2.00573 0.1 -0.3 0.1
H -0.39736 -3.64884 1.70011 -0.1 0.2 0.2
C 0.70120 -0.96496 3.95955 -0.1 0.4 0.0
H -0.21211 -0.53673 4.40737 0.4 -0.2 0.0
H 0.99996 -1.87714 4.50766 -0.1 0.5 -0.2
H 1.49896 -0.20157 4.00590 -0.3 -0.4 0.0
C -0.19336 -1.25349 -3.88126 -1.8 0.4 0.8
O -0.56217 -0.92678 -2.85390 0.0 -0.3 -1.1
H 1.89996 -1.55060 -4.30406 -2.3 -0.6 -2.6
Br -2.42596 1.01420 2.45777 -1.6 0.0 -0.7
C -4.16724 0.92230 1.46041 0.0 0.0 -0.3
C -5.37315 1.23984 2.04444 -0.1 0.1 0.1
C -6.55072 1.14987 1.27388 0.2 0.0 0.0
C -6.53474 0.74838 -0.06864 0.0 0.1 0.2
C -5.31951 0.42796 -0.66525 0.2 0.2 0.8
C -4.17631 0.53129 0.12412 0.2 -0.1 -0.2
C -2.87120 0.19830 -0.42574 2.5 -0.5 -0.6
O -2.38675 -0.99656 -0.23292 -0.7 2.0 -0.4
O -2.11474 1.15235 -0.89819 -1.1 -1.6 0.7
H -5.37026 1.55303 3.08087 -0.3 0.0 0.0
H -7.49539 1.40749 1.74864 0.2 -0.1 -0.1
H -7.45345 0.68259 -0.65711 0.3 0.1 0.4
H -5.19564 0.10098 -1.69906 -0.3 0.1 0.3
```
Forces are in eV/Å.

Table of Mulliken atomic charges, one value per atom, all in e: number 1, C, carries -0.734; number 2, C, carries 0.815; number 3, C, carries 1.275; number 4, C, carries 0.339; number 5, C, carries -1.294; number 6, C, carries -1.181; number 7, C, carries -2.360; number 8, C, carries 0.329; number 9, C, carries 1.525; number 10, C, carries 0.673; number 11, C, carries -0.876; number 12, C, carries -1.216; number 13, C, carries -1.297; number 14, H, carries 0.509; number 15, H, carries 0.434; number 16, H, carries 0.380; number 17, H, carries 0.926; number 18, H, carries 0.479; number 19, H, carries 0.374; number 20, H, carries 0.437; number 21, N, carries -0.380; number 22, Lu, carries 1.062; number 23, C, carries -1.391; number 24, H, carries 0.363; number 25, H, carries 0.496; number 26, C, carries -1.358; number 27, H, carries 0.442; number 28, H, carries 0.500; number 29, P, carries 1.026; number 30, P, carries 1.104; number 31, C, carries -1.256; number 32, H, carries 0.241; number 33, H, carries 0.446; number 34, H, carries 0.366; number 35, C, carries -1.286; number 36, H, carries 0.449; number 37, H, carries 0.262; number 38, H, carries 0.410; number 39, C, carries -1.247; number 40, H, carries 0.447; number 41, H, carries 0.273; number 42, H, carries 0.373; number 43, C, carries -1.337; number 44, H, carries 0.372; number 45, H, carries 0.459; number 46, H, carries 0.361; number 47, C, carries -0.120; number 48, O, carries 0.021; number 49, H, carries 1.067; number 50, Br, carries -0.010; number 51, C, carries 0.062; number 52, C, carries -0.567; number 53, C, carries -0.562; number 54, C, carries -0.621; number 55, C, carries -0.267; number 56, C, carries 0.377; number 57, C, carries 0.728; number 58, O, carries -0.775; number 59, O, carries -0.796; number 60, H, carries 0.435; number 61, H, carries 0.385; number 62, H, carries 0.407; number 63, H, carries 0.499

Entry 2:
A molecular structure, C48H52F5NOPPdS2Si in a non-equilibrium geometry. Source: the Open Molecules 2025 dataset; level of theory: ωB97M-V/def2-TZVPD.

## Properties
Kohn-Sham gap (alpha / beta) = 5.764 / 5.761 eV
Calculated total energy = -110060.95612 eV
Total charge = -1
HOMO energy (alpha / beta) = -3.85 / -3.85 eV

The geometry in XYZ format:
```
112
Properties=species:S:1:pos:R:3:forces:R:3
Pd -0.41478 0.07791 0.51020 3.2 2.9 -0.2
F -2.34472 -2.21585 6.70926 0.1 0.0 -0.3
C -1.65031 -2.09882 5.55929 0.1 0.0 -0.2
C -2.12119 -1.30294 4.51945 -0.1 0.0 0.3
F -3.29253 -0.66071 4.64621 0.2 -0.2 0.1
C -1.39479 -1.19652 3.35087 0.4 -0.2 -0.4
F -1.90620 -0.42076 2.35122 -0.5 -0.4 1.5
C -0.16449 -1.85502 3.13922 -0.6 -0.4 1.0
S 0.76833 -1.71043 1.72171 0.3 0.4 -0.1
C 0.26205 -2.67413 4.21000 -0.2 0.3 -0.4
F 1.40210 -3.37556 4.08237 -0.2 0.1 0.1
C -0.45197 -2.79119 5.38328 -0.2 0.0 0.3
F -0.00373 -3.58814 6.37258 -0.1 0.2 -0.1
O -2.43566 -0.46506 -0.62871 -1.2 0.7 -1.0
S -2.09093 -1.71016 0.06013 -1.8 -2.9 -0.6
C -3.69452 -2.53173 0.37408 0.0 0.2 0.5
C -4.84920 -2.06677 -0.22680 0.2 0.3 -0.1
C -6.04646 -2.72174 -0.00277 -0.1 -0.1 0.0
C -6.08668 -3.82539 0.83443 -0.1 -0.1 0.0
C -4.93134 -4.26301 1.46471 0.0 -0.1 0.0
C -3.73204 -3.61485 1.23506 0.1 0.0 0.0
C -1.76887 -3.03791 -1.14261 0.4 0.1 0.2
C -2.38841 -3.12355 -2.37466 -0.1 0.0 0.0
C -2.12640 -4.21077 -3.19160 -0.1 0.1 0.0
C -1.24893 -5.20128 -2.77650 0.0 -0.1 0.0
C -0.63630 -5.11164 -1.53743 0.0 -0.1 -0.1
C -0.89807 -4.02775 -0.71829 0.1 0.1 0.1
H -4.79140 -1.19325 -0.85944 0.0 0.1 -0.1
H -6.95034 -2.37450 -0.48374 0.0 0.0 0.0
H -7.02008 -4.34390 1.00241 -0.1 0.0 0.0
H -4.96461 -5.11167 2.13326 0.0 -0.1 0.0
H -2.82243 -3.94704 1.71631 0.1 -0.1 0.1
H -3.05357 -2.33574 -2.69322 -0.1 0.1 -0.1
H -2.60581 -4.28720 -4.15586 0.0 0.0 -0.1
H -1.03738 -6.04115 -3.42373 0.0 -0.1 0.0
H 0.05300 -5.87857 -1.21156 0.0 0.0 0.0
H -0.41059 -3.93301 0.24174 0.1 0.1 0.1
C 4.55520 1.08900 3.18832 0.1 0.0 0.0
C 4.26930 2.06039 2.24372 0.3 0.1 0.0
C 2.95717 2.36961 1.93718 -0.2 0.1 0.0
C 1.89761 1.70660 2.54742 -0.6 0.0 -0.3
C 2.20652 0.74094 3.50309 -0.2 0.0 0.1
C 3.51473 0.43775 3.82843 0.0 -0.1 0.2
Si 0.08871 1.93056 1.92490 0.7 -0.1 0.6
C -0.97474 2.17802 3.53684 0.2 -0.6 -0.7
C -0.43329 2.37927 4.80409 0.2 -0.1 -0.2
C -1.24442 2.64390 5.89447 0.0 0.1 0.2
C -2.61793 2.71310 5.74410 -0.1 0.0 0.0
C -3.17549 2.51129 4.49203 -0.1 0.1 0.0
C -2.35899 2.24984 3.40830 -0.1 0.0 -0.2
C -0.01704 3.74603 1.27726 -0.1 -1.1 -0.3
C -0.04562 4.01314 -0.08379 0.1 -0.2 -0.1
C -0.10735 5.31290 -0.55413 0.0 0.2 -0.3
C -0.19096 6.36855 0.33867 0.0 0.1 -0.1
C -0.19505 6.11425 1.70046 0.1 0.2 0.1
C -0.08871 4.81540 2.16146 0.0 -0.1 0.2
H 5.58165 0.84588 3.43115 0.0 0.0 0.0
H 5.07555 2.57816 1.74121 0.1 0.0 0.0
H 2.74072 3.14219 1.21480 0.0 0.1 -0.2
H 1.40139 0.21770 4.00016 0.0 -0.1 0.0
H 3.72164 -0.31644 4.57573 0.0 -0.1 0.0
H 0.63977 2.34664 4.93543 0.1 0.0 0.0
H -0.80282 2.80683 6.86945 0.0 0.0 0.0
H -3.25155 2.92736 6.59362 0.0 0.0 0.1
H -4.24778 2.55737 4.36701 -0.1 0.0 0.0
H -2.79904 2.09550 2.43097 -0.1 0.0 0.0
H -0.01990 3.17514 -0.76755 0.0 -0.1 -0.2
H -0.08340 5.50556 -1.62122 -0.1 0.0 0.0
H -0.25963 7.38535 -0.02572 0.0 0.0 0.0
H -0.28438 6.93280 2.40259 0.0 0.0 0.1
H -0.07892 4.61890 3.22207 0.0 0.1 0.2
C 3.34395 -1.70434 -3.54666 -0.2 0.1 0.1
C 2.58285 -1.18816 -2.33050 -0.4 0.3 0.0
C 3.57165 -0.67459 -1.28689 -0.1 0.1 0.0
C 1.80202 -2.32060 -1.67050 -0.2 0.1 0.1
P 1.28920 0.23203 -2.61589 0.4 0.3 -0.7
N 0.23580 0.35815 -1.51056 -0.1 0.3 0.6
C 2.33513 1.85787 -2.91366 -0.3 -0.4 0.1
C 1.35423 2.90266 -3.44636 -0.1 -0.1 0.0
C 2.76698 2.33560 -1.52331 0.0 -0.1 0.1
C 3.52419 1.78754 -3.86972 -0.1 -0.1 0.1
C 0.32874 -0.14487 -4.27220 0.3 0.0 0.3
C 1.05412 0.04518 -5.60173 0.0 0.0 0.2
C -0.14133 -1.59274 -4.15395 0.1 0.1 0.1
C -0.94157 0.70548 -4.22945 0.0 0.0 0.1
H 4.01647 -2.50644 -3.23613 0.1 -0.1 0.0
H 3.94188 -0.92501 -4.01015 0.1 0.1 -0.1
H 2.67049 -2.11255 -4.29382 0.0 -0.1 -0.1
H 4.17606 -1.50206 -0.91383 0.0 -0.1 0.0
H 3.03255 -0.24499 -0.44128 0.1 0.1 0.1
H 4.25023 0.06462 -1.69998 0.1 0.1 0.0
H 2.47264 -2.97783 -1.11811 0.2 -0.1 0.0
H 1.25457 -2.92150 -2.38894 -0.1 -0.1 0.0
H 1.09525 -1.88833 -0.95428 0.1 -0.2 -0.1
H 0.43918 2.86769 -2.85920 -0.2 0.1 -0.1
H 1.11955 2.74320 -4.49443 -0.1 0.0 -0.1
H 1.78518 3.90092 -3.35809 0.1 0.1 0.0
H 2.72018 3.42210 -1.46365 0.0 0.2 0.0
H 3.78045 2.03689 -1.27240 0.1 -0.1 0.0
H 2.08877 1.92516 -0.77283 0.0 0.1 0.1
H 3.23539 1.37885 -4.83439 0.0 0.0 -0.1
H 4.34249 1.18742 -3.47868 0.1 0.0 0.0
H 3.90160 2.80074 -4.02665 0.1 0.1 0.0
H 1.96717 -0.54279 -5.64880 0.1 0.0 -0.1
H 1.29932 1.08732 -5.79113 0.0 0.1 0.0
H 0.40210 -0.28655 -6.41387 -0.1 0.0 -0.1
H 0.64564 -2.30857 -4.37503 0.1 -0.1 0.0
H -0.96595 -1.78799 -4.84214 -0.1 0.1 -0.1
H -0.50320 -1.75614 -3.14301 0.0 -0.1 0.0
H -0.75223 1.75736 -4.41035 0.0 0.1 0.0
H -1.40410 0.59985 -3.24880 -0.1 0.1 0.1
H -1.64131 0.35973 -4.99200 0.0 -0.1 -0.2
```
Forces are in eV/Å.

Here are the Mulliken charges for atoms 1 to 99, given in e: number 1, Pd, carries 1.114; number 2, F, carries -0.352; number 3, C, carries 0.587; number 4, C, carries -0.072; number 5, F, carries -0.387; number 6, C, carries -0.245; number 7, F, carries -0.568; number 8, C, carries 1.003; number 9, S, carries -0.294; number 10, C, carries -0.137; number 11, F, carries -0.374; number 12, C, carries 0.178; number 13, F, carries -0.341; number 14, O, carries -0.737; number 15, S, carries 1.009; number 16, C, carries 0.286; number 17, C, carries -0.336; number 18, C, carries -0.700; number 19, C, carries -0.495; number 20, C, carries -0.832; number 21, C, carries -0.421; number 22, C, carries -0.016; number 23, C, carries -0.126; number 24, C, carries -0.478; number 25, C, carries -0.723; number 26, C, carries -0.569; number 27, C, carries -0.227; number 28, H, carries 0.441; number 29, H, carries 0.420; number 30, H, carries 0.381; number 31, H, carries 0.426; number 32, H, carries 0.477; number 33, H, carries 0.390; number 34, H, carries 0.444; number 35, H, carries 0.356; number 36, H, carries 0.459; number 37, H, carries 0.272; number 38, C, carries -0.723; number 39, C, carries -0.632; number 40, C, carries -0.676; number 41, C, carries 0.596; number 42, C, carries 0.177; number 43, C, carries -0.853; number 44, Si, carries 0.561; number 45, C, carries 0.492; number 46, C, carries 0.154; number 47, C, carries -0.713; number 48, C, carries -0.540; number 49, C, carries -0.568; number 50, C, carries -0.368; number 51, C, carries 0.138; number 52, C, carries -0.079; number 53, C, carries -0.297; number 54, C, carries -0.572; number 55, C, carries -0.746; number 56, C, carries -0.442; number 57, H, carries 0.360; number 58, H, carries 0.394; number 59, H, carries 0.376; number 60, H, carries 0.506; number 61, H, carries 0.444; number 62, H, carries 0.421; number 63, H, carries 0.408; number 64, H, carries 0.354; number 65, H, carries 0.403; number 66, H, carries 0.293; number 67, H, carries -0.171; number 68, H, carries 0.421; number 69, H, carries 0.364; number 70, H, carries 0.398; number 71, H, carries 0.382; number 72, C, carries -2.001; number 73, C, carries 2.527; number 74, C, carries -1.887; number 75, C, carries -2.053; number 76, P, carries -0.724; number 77, N, carries -0.043; number 78, C, carries 3.217; number 79, C, carries -2.027; number 80, C, carries -2.264; number 81, C, carries -2.030; number 82, C, carries 2.650; number 83, C, carries -2.044; number 84, C, carries -1.957; number 85, C, carries -1.986; number 86, H, carries 0.502; number 87, H, carries 0.248; number 88, H, carries 0.354; number 89, H, carries 0.673; number 90, H, carries 0.110; number 91, H, carries 0.259; number 92, H, carries 0.649; number 93, H, carries 0.117; number 94, H, carries 0.061; number 95, H, carries 0.323; number 96, H, carries 0.373; number 97, H, carries 0.654; number 98, H, carries 0.714; number 99, H, carries 0.297

Number 1: molar mass 731.3 g mol⁻¹. Number 2: molar mass 983.6 g mol⁻¹.